{"formula": "C4H6O", "method": "the ωB97M-V functional and the def2-TZVPD basis", "symbols": ["C", "O", "C", "C", "C", "H", "H", "H", "H", "H", "H"], "coordinates": [[0.67094, -0.36990, -1.37073], [0.20273, -0.97989, -0.18653], [0.10492, -0.12408, 0.90607], [-1.05427, 1.68455, 0.29832], [-1.26561, 0.63702, 1.02187], [-0.04469, 0.35257, -1.78997], [0.83277, -1.17592, -2.08807], [1.62343, 0.15270, -1.20154], [0.10562, -0.74157, 1.80346], [0.97110, 0.55174, 0.95826], [-2.07264, 0.22257, 1.61810]], "atomic_forces_ev_per_a": [[0.12, 0.08, -0.24], [-0.13, -0.11, 0.07], [0.25, -0.07, 0.20], [-0.26, -0.33, 0.49], [0.09, 0.47, -0.47], [0.02, -0.12, 0.21], [-0.04, 0.11, 0.06], [-0.12, -0.09, 0.04], [0.17, 0.00, 0.01], [-0.28, -0.05, -0.05], [0.19, 0.11, -0.31]], "orbital_gap_ev": 10.342, "fmax_ev_per_a": 0.67, "e_tot_ha": -231.08261, "charge": 0}

{"formula": "C4H6O", "method": "the ωB97M-V functional and the def2-TZVPD basis", "symbols": ["C", "C", "C", "O", "C", "H", "H", "H", "H", "H", "H"], "coordinates": [[-1.14224, -0.46965, 0.28573], [0.32479, 0.47773, 0.92255], [1.41852, -0.07098, -0.01849], [0.77105, 0.50231, -1.20756], [-0.19917, 0.89549, -0.31790], [-2.07415, -0.03227, 0.63868], [-1.25313, -0.95164, -0.69139], [-0.82299, -1.23034, 0.99625], [1.54481, -1.15192, -0.12060], [2.38258, 0.41556, 0.15571], [-0.95007, 1.61571, -0.64299]], "atomic_forces_ev_per_a": [[-0.28, -0.26, 0.00], [0.10, 0.10, -0.23], [0.29, -0.22, 0.18], [-0.06, -0.01, -0.09], [-0.19, 0.29, 0.05], [0.17, -0.03, -0.05], [0.04, 0.12, 0.08], [0.00, 0.08, -0.09], [-0.02, 0.13, 0.06], [-0.15, -0.05, -0.02], [0.09, -0.14, 0.10]], "orbital_gap_ev": 9.657, "fmax_ev_per_a": 0.41, "e_tot_ha": -231.06446, "charge": 0}

{"formula": "C4H6O", "method": "the ωB97M-V functional and the def2-TZVPD basis", "symbols": ["C", "C", "C", "O", "C", "H", "H", "H", "H", "H", "H"], "coordinates": [[0.03107, -1.01932, -0.30269], [0.66610, -0.11354, 0.80075], [-0.04284, 1.10852, 0.20127], [0.21192, 1.18672, -1.21390], [-0.72215, 0.23422, -0.73881], [-0.62553, -1.83139, 0.04326], [0.72300, -1.43511, -1.04949], [0.24223, -0.38651, 1.77665], [1.74643, -0.05906, 0.82457], [-0.46984, 2.01428, 0.65115], [-1.76040, 0.30119, -0.99277]], "atomic_forces_ev_per_a": [[-0.05, 0.01, -0.12], [0.20, -0.14, 0.19], [-0.46, 0.14, 0.26], [0.08, -0.12, 0.38], [-0.57, -0.32, -0.41], [0.28, 0.37, 0.16], [-0.26, 0.29, 0.16], [0.29, 0.28, -0.18], [0.26, -0.08, 0.23], [0.50, -0.50, -0.02], [-0.27, 0.08, -0.64]], "smiles": "C1C[C@H]2O[C@@H]12", "orbital_gap_ev": 11.143, "fmax_ev_per_a": 0.78, "e_tot_ha": -231.16661, "charge": 0}

{"formula": "C4H6O2", "method": "the ωB97M-V functional and the def2-TZVPD basis", "symbols": ["C", "C", "O", "C", "C", "O", "H", "H", "H", "H", "H", "H"], "coordinates": [[1.74556, 0.37811, -0.21017], [0.21815, 0.73036, -0.02138], [-0.12462, 1.76422, 0.50501], [-0.59196, -0.49082, -0.18235], [-2.08551, -0.49804, 0.12674], [-2.82289, -1.39211, -0.22044], [2.05318, -0.64057, -0.53011], [2.29114, 0.61461, 0.71271], [2.03625, 1.06328, -0.99088], [-0.32993, -1.18079, -0.98060], [0.32528, -0.71109, 0.51743], [-2.48673, 0.38838, 0.65210]], "atomic_forces_ev_per_a": [[-0.03, 0.78, -0.36], [1.22, 0.59, -0.16], [0.00, -0.31, -0.48], [0.81, -0.33, 0.52], [0.19, -0.33, 0.26], [0.65, 0.48, 0.09], [-0.73, 0.51, 0.15], [-0.23, 0.15, -0.27], [0.63, 0.29, -0.18], [-0.04, 0.29, -0.30], [-2.68, -2.05, 0.77], [0.21, -0.07, -0.04]], "smiles": "CC(=O)CC=O", "orbital_gap_ev": 10.312, "fmax_ev_per_a": 3.46, "e_tot_ha": -306.41870, "charge": 0}

{"formula": "C4H6O2", "method": "the ωB97M-V functional and the def2-TZVPD basis", "symbols": ["O", "C", "C", "C", "O", "C", "H", "H", "H", "H", "H", "H"], "coordinates": [[0.67285, 2.01066, 0.90339], [0.39946, 1.01208, 0.28729], [-0.93117, 0.58909, -0.30335], [-0.74896, -0.88430, -0.61865], [0.56940, -1.12058, -0.69409], [1.36263, -0.12215, -0.03960], [-1.06225, 1.10631, -1.26487], [-1.78223, 0.84055, 0.33083], [-1.09887, -1.40148, 1.02582], [-1.33968, -1.68018, 0.19937], [2.17107, 0.20244, -0.70057], [1.78776, -0.55245, 0.87442]], "atomic_forces_ev_per_a": [[-0.13, -0.41, -0.26], [0.12, 0.25, 0.13], [-0.07, 0.04, 0.04], [-0.02, 0.16, 0.14], [0.00, -0.06, -0.08], [0.13, 0.10, 0.10], [0.04, -0.07, 0.11], [0.13, -0.05, -0.08], [0.05, 0.07, -0.12], [-0.08, -0.08, 0.02], [-0.11, -0.01, 0.09], [-0.05, 0.06, -0.09]], "orbital_gap_ev": 9.121, "fmax_ev_per_a": 0.51, "e_tot_ha": -306.33046, "charge": 0}

{"formula": "C4H6O2", "method": "the ωB97M-V functional and the def2-TZVPD basis", "symbols": ["O", "C", "C", "C", "C", "O", "H", "H", "H", "H", "H", "H"], "coordinates": [[2.33145, 1.12662, -0.54044], [1.23524, 0.70957, -0.28326], [0.78180, -0.73893, -0.27870], [-0.66271, -0.71663, 0.22038], [-1.00992, 0.78801, 0.26968], [0.20191, 1.51676, 0.05045], [0.88595, -1.12908, -1.29489], [1.45903, -1.31028, 0.36010], [-1.34161, -1.25675, -0.44591], [-0.74866, -1.16877, 1.21281], [-1.41046, 1.09975, 1.23879], [-1.72204, 1.07975, -0.50898]], "atomic_forces_ev_per_a": [[-0.58, -0.11, 0.15], [0.40, 0.00, -0.11], [0.05, -0.09, -0.01], [-0.08, -0.01, 0.04], [-0.23, -0.07, 0.05], [0.18, 0.04, -0.02], [0.00, 0.06, 0.12], [-0.07, 0.07, -0.11], [0.12, 0.11, 0.13], [0.03, 0.11, -0.16], [0.07, -0.06, -0.17], [0.12, -0.05, 0.10]], "smiles": "O=C1CCCO1", "orbital_gap_ev": 11.138, "fmax_ev_per_a": 0.61, "e_tot_ha": -306.50500, "charge": 0}

{"formula": "C4H6O2", "method": "the ωB97M-V functional and the def2-TZVPD basis", "symbols": ["O", "C", "C", "C", "C", "O", "H", "H", "H", "H", "H", "H"], "coordinates": [[2.10729, 0.94433, 0.81033], [1.28056, 0.17457, 1.24070], [0.34908, -0.53689, 0.29556], [0.25973, 0.02957, -1.08290], [-1.01163, -0.22722, -0.28114], [-1.71710, 0.90143, 0.13926], [1.29172, -0.07022, 2.32136], [0.47697, -1.62020, 0.29476], [0.73670, -0.51174, -1.89682], [0.44673, 1.10234, -1.11893], [-1.66223, -1.10408, -0.38316], [-2.55782, 0.91812, -0.33902]], "atomic_forces_ev_per_a": [[-0.32, -0.09, 0.41], [0.20, 0.27, -0.19], [0.29, -0.04, 0.06], [-0.25, 0.01, -0.19], [0.26, -0.18, -0.15], [-0.16, 0.04, 0.12], [-0.27, -0.10, -0.19], [0.16, 0.14, 0.32], [-0.72, -0.13, -0.06], [0.08, -0.24, 0.07], [0.43, 0.24, -0.32], [0.31, 0.08, 0.11]], "smiles": "O=C[C@@H]1C[C@@H]1O", "orbital_gap_ev": 10.526, "fmax_ev_per_a": 0.74, "e_tot_ha": -306.42380, "charge": 0}

{"formula": "C4H6O2", "method": "the ωB97M-V functional and the def2-TZVPD basis", "symbols": ["C", "O", "C", "C", "C", "O", "H", "H", "H", "H", "H", "H"], "coordinates": [[1.76823, 0.56408, -0.04552], [1.95902, -0.26404, 1.06850], [0.75603, -0.48039, 0.22699], [-0.79841, -0.52885, 0.37357], [-1.79839, 0.39987, -0.20038], [-1.22186, -0.61520, -0.99272], [1.63117, 1.61004, 0.23418], [2.40447, 0.42322, -0.92174], [0.92678, -1.43177, -0.26379], [-1.22054, -1.33598, 0.98907], [-1.53631, 1.43296, -0.41562], [-2.87018, 0.22606, -0.05254]], "atomic_forces_ev_per_a": [[-0.60, 0.22, -0.53], [-1.45, -0.33, 0.47], [0.51, -0.22, 0.20], [0.53, -0.03, 0.05], [0.05, 0.30, 0.15], [-0.08, -0.15, -0.14], [-0.36, -0.15, -0.23], [0.13, -0.07, 0.30], [0.22, 0.12, -0.47], [0.53, 0.29, -0.08], [0.16, -0.14, -0.17], [0.37, 0.16, 0.43]], "smiles": "C1O[C@H]1[C@H]1CO1", "orbital_gap_ev": 11.364, "fmax_ev_per_a": 1.55, "e_tot_ha": -306.36448, "charge": 0}

{"formula": "C4H6O2", "method": "the ωB97M-V functional and the def2-TZVPD basis", "symbols": ["C", "C", "C", "O", "C", "O", "H", "H", "H", "H", "H", "H"], "coordinates": [[-1.64851, -0.07671, 0.42275], [-0.11140, -0.39539, 0.73443], [0.56569, 0.02420, -0.53506], [-0.09045, 0.15128, -1.54858], [2.01235, 0.47308, -0.74315], [2.76522, 0.91056, 0.08717], [-1.84812, 0.99303, 0.27576], [-2.00469, -0.52363, -0.52971], [-2.28188, -0.48221, 1.20466], [-0.07342, -1.48416, 0.85102], [0.49035, -0.04122, 1.61162], [2.22486, 0.45117, -1.83090]], "atomic_forces_ev_per_a": [[0.30, -0.02, 0.59], [-0.68, -0.04, -0.48], [-0.38, 0.00, -0.60], [0.64, 0.01, -0.26], [0.41, 0.13, 0.24], [-0.50, -0.35, -0.20], [0.23, -0.21, 0.40], [0.75, -0.05, 0.73], [-0.06, 0.18, 0.27], [0.29, -0.03, -0.31], [-1.23, 0.34, -0.52], [0.23, 0.05, 0.14]], "smiles": "CCC(=O)C=O", "orbital_gap_ev": 9.592, "fmax_ev_per_a": 1.37, "e_tot_ha": -306.44983, "charge": 0}

{"formula": "C4H6O2", "method": "the ωB97M-V functional and the def2-TZVPD basis", "symbols": ["O", "C", "C", "C", "C", "O", "H", "H", "H", "H", "H", "H"], "coordinates": [[-1.55461, -0.63742, 2.03529], [-0.83187, -0.43602, 1.10008], [-0.58958, 0.84523, 0.32466], [0.71529, 0.58039, -0.41046], [0.57109, -0.91884, -0.64530], [-0.09948, -1.42721, 0.51077], [-1.38576, 0.85386, -0.44627], [-0.62320, 1.72873, 0.96068], [0.80177, 1.13121, -1.35093], [1.58794, 0.80480, 0.20851], [1.50826, -1.46297, -0.76955], [-0.09986, -1.06178, -1.51748]], "atomic_forces_ev_per_a": [[0.43, 0.14, -0.43], [-0.14, -0.23, 0.18], [-0.24, -0.05, -0.35], [0.21, 0.02, 0.03], [-0.24, 0.15, -0.54], [-0.14, 0.03, 0.33], [0.08, 0.35, 0.51], [-0.15, -0.12, -0.14], [0.02, -0.07, 0.16], [-0.09, -0.03, 0.00], [-0.19, 0.04, -0.03], [0.46, -0.22, 0.28]], "smiles": "O=C1CCCO1", "orbital_gap_ev": 11.171, "fmax_ev_per_a": 0.62, "e_tot_ha": -306.50433, "charge": 0}